## a
An isolated ion of composition C5H7N2 and charge +1. Source: the OMol25 dataset; level of theory: ωB97M-V with the def2-TZVPD basis set.

The value obtained for the gap between HOMO and LUMO (alpha / beta) is 7.5 / 7.5 eV.

Structure (ORCA input):
```
! RIJCOSX wB97M-V def2-TZVPD def2/J DEFGRID3
* xyz 1 1
N 0.14 -0.74 2.14
N -0.61 0.24 -0.52
C -1.59 -0.43 -1.05
C 0.73 -0.17 -0.16
C -0.67 -0.37 3.05
C -1.91 -0.30 3.32
C 0.88 0.14 1.33
H 0.97 -1.19 -0.65
H -0.76 1.11 -0.10
H -2.65 0.08 -1.01
H 0.57 1.22 1.47
H -1.44 -1.38 -1.77
H 1.49 0.63 -0.52
H 1.94 0.04 1.74
*
```

## b
An isolated ion of composition C5H7N2 and charge +1. Source: the OMol25 dataset; level of theory: ωB97M-V with the def2-TZVPD basis set.

The value obtained for the gap between HOMO and LUMO (alpha / beta) is 8.3 / 6.7 eV.

Structure (ORCA input):
```
! RIJCOSX wB97M-V def2-TZVPD def2/J DEFGRID3
* xyz 1 1
N 1.42 0.69 0.38
N -0.85 1.06 -0.58
C -2.38 -0.58 0.17
C 2.42 -0.16 -0.31
C -2.14 0.69 -0.53
C 0.23 0.80 -0.12
C -1.63 -1.28 0.96
H 1.70 1.10 1.29
H -0.79 -1.88 0.89
H -2.78 1.42 -0.97
H -3.43 -0.84 0.24
H 2.65 -1.22 0.14
H 3.30 0.45 -0.18
H 2.28 -0.26 -1.37
*
```

Quick one: most stable of them? b

## a
An isolated ion of composition C5H7N2 and charge +1. Source: the OMol25 dataset; level of theory: ωB97M-V with the def2-TZVPD basis set.

The value obtained for the gap between HOMO and LUMO is 8.6 eV.

Structure (ORCA input):
```
! RIJCOSX wB97M-V def2-TZVPD def2/J DEFGRID3
* xyz 1 1
N 2.88 0.44 0.04
N 1.42 -1.36 -0.01
C 0.19 -1.57 0.01
C -0.54 -0.14 0.00
C 1.66 -0.03 -0.04
C 0.47 0.72 0.02
C -1.98 -0.13 0.02
H 3.03 1.43 -0.29
H -2.21 -0.92 -0.62
H 0.51 1.82 0.03
H -0.04 -2.58 -0.05
H 3.66 -0.17 -0.07
H -2.45 0.89 -0.33
H -2.50 -0.37 0.87
*
```

## b
An isolated ion of composition C5H7N2 and charge +1. Source: the OMol25 dataset; level of theory: ωB97M-V with the def2-TZVPD basis set.

The value obtained for the gap between HOMO and LUMO is 8.8 eV.

Structure (ORCA input):
```
! RIJCOSX wB97M-V def2-TZVPD def2/J DEFGRID3
* xyz 1 1
N -0.86 0.70 0.57
N 0.69 -0.71 -0.14
C -1.98 0.33 0.27
C 1.28 1.65 -0.11
C -3.08 -0.19 -0.21
C 0.42 0.47 0.15
C 1.24 -1.84 0.24
H 1.55 -1.95 1.22
H 0.88 2.47 -0.84
H -3.93 0.36 -0.57
H -3.28 -1.21 -0.09
H 2.32 1.30 -0.20
H 1.51 2.13 0.87
H 1.34 -2.64 -0.55
*
```

## c
An isolated ion of composition C5H7N2 and charge +1. Source: the OMol25 dataset; level of theory: ωB97M-V with the def2-TZVPD basis set.

The value obtained for the gap between HOMO and LUMO is 9.5 eV.

Structure (ORCA input):
```
! RIJCOSX wB97M-V def2-TZVPD def2/J DEFGRID3
* xyz 1 1
N 0.02 -0.04 -1.30
N -1.33 -1.69 -0.27
C -0.96 -1.18 1.12
C -1.00 0.17 1.77
C -0.96 -2.48 0.98
C -0.54 -1.06 -1.06
C 0.59 0.90 -2.12
H -0.85 -3.56 1.24
H -0.33 -0.08 2.73
H -0.03 1.52 -2.70
H -2.01 0.47 2.02
H 1.32 0.51 -2.76
H 1.19 1.64 -1.68
H -0.47 0.95 1.06
*
```

Quick one: most stable of them? a

## a
C5H7N2 as an isolated structure. Source: the OMol25 dataset; level of theory: ωB97M-V with the def2-TZVPD basis set.

The value obtained for the gap between HOMO and LUMO is 7.5 eV.

Structure (ORCA input):
```
! RIJCOSX wB97M-V def2-TZVPD def2/J DEFGRID3
* xyz 1 1
N 1.31 -0.38 -0.63
N 0.34 0.09 0.18
C -1.01 0.56 -0.23
C 2.24 -0.60 0.20
C -1.40 0.06 -1.68
C 0.75 -0.02 1.44
C 2.05 -0.55 1.56
H -1.57 0.13 0.49
H -2.51 0.03 -1.59
H 0.03 0.38 2.08
H 2.47 -0.78 2.48
H -0.84 1.63 -0.23
H -1.06 -1.04 -1.54
H -0.79 0.49 -2.51
*
```

## b
An isolated ion of composition C5H7N2 and charge +1. Source: the OMol25 dataset; level of theory: ωB97M-V with the def2-TZVPD basis set.

The value obtained for the gap between HOMO and LUMO is 9.5 eV.

Structure (ORCA input):
```
! RIJCOSX wB97M-V def2-TZVPD def2/J DEFGRID3
* xyz 1 1
N -3.62 -0.21 0.12
N -1.31 0.99 0.31
C -0.28 0.18 0.22
C 2.28 0.03 0.19
C 1.00 0.81 -0.23
C -2.62 -1.01 -0.22
C -2.41 0.32 0.26
H 2.51 -0.03 1.28
H 2.24 -0.96 -0.13
H 1.03 0.48 -1.36
H 3.12 0.43 -0.43
H -0.19 -0.91 0.60
H -2.50 -1.95 -0.57
H 0.77 1.85 -0.04
*
```

## c
A 2-piece molecular cluster, C5H7N2 overall. Source: the OMol25 dataset; level of theory: ωB97M-V with the def2-TZVPD basis set.

The value obtained for the gap between HOMO and LUMO (alpha / beta) is 4.1 / 4.1 eV.

Structure (ORCA input):
```
! RIJCOSX wB97M-V def2-TZVPD def2/J DEFGRID3
* xyz 1 1
N -0.24 -1.57 -0.22
N -0.39 0.55 -0.03
C 0.50 -0.50 -0.16
C -1.70 0.04 -0.11
C 3.00 -0.12 -0.05
C -1.58 -1.29 -0.21
C -0.13 1.81 0.34
H 0.07 -2.52 -0.35
H 2.94 -0.13 0.95
H -1.01 2.51 0.52
H -2.56 0.51 -0.05
H 0.85 2.23 0.38
H 2.60 0.55 -0.81
H -2.34 -2.08 -0.19
*
```

Quick one: most stable of them? b